{"formula": "C34H64As2FN5O7Si4V", "method": "wB97M-V/def2-TZVPD", "species": ["V", "C", "N", "C", "C", "O", "C", "O", "C", "C", "O", "N", "C", "C", "H", "H", "H", "H", "H", "H", "H", "H", "H", "H", "H", "H", "H", "H", "H", "H", "C", "As", "C", "C", "C", "C", "C", "C", "C", "As", "C", "C", "H", "H", "H", "H", "H", "H", "H", "H", "H", "H", "H", "H", "H", "H", "H", "H", "N", "C", "H", "F", "C", "C", "N", "C", "C", "O", "O", "C", "O", "N", "C", "O", "H", "H", "H", "H", "C", "Si", "C", "C", "Si", "Si", "C", "C", "C", "Si", "C", "C", "C", "H", "H", "H", "H", "H", "H", "H", "H", "H", "H", "H", "H", "H", "H", "H", "H", "H", "H", "H", "H", "H", "H", "H", "H", "H", "H", "H"], "positions_angstrom": [[-0.430143, 0.690897, 0.208775], [5.078959, 1.495980, 0.055078], [3.981607, 1.254067, 0.989606], [4.299870, 1.268012, 2.410120], [2.754647, 0.911647, 0.594856], [1.842504, 0.566898, 1.355656], [2.358297, 1.047782, -0.856182], [1.104141, 1.758337, -0.884817], [1.138248, 3.099464, -0.386455], [0.655144, 3.129411, 1.058378], [-0.191880, 2.289526, 1.403872], [1.120928, 4.023541, 1.925444], [1.852030, 5.226640, 1.558211], [0.644318, 3.938039, 3.303564], [5.029735, 2.497149, -0.380527], [5.086316, 0.742187, -0.730216], [6.012535, 1.414811, 0.605514], [5.140124, 0.605814, 2.619120], [3.431621, 0.939757, 2.973026], [4.575583, 2.279259, 2.719195], [2.175064, 0.042242, -1.240026], [3.073783, 1.556736, -1.498907], [0.426349, 3.666819, -0.989640], [2.134807, 3.517230, -0.514749], [1.199455, 6.100288, 1.613032], [2.247952, 5.162362, 0.550846], [2.682466, 5.371164, 2.248537], [0.610248, 2.894778, 3.606353], [-0.354135, 4.366812, 3.406125], [1.340035, 4.477189, 3.942872], [-2.325068, 0.419908, 3.594354], [-1.496480, -0.524258, 2.101994], [0.088903, -1.074941, 3.119540], [-2.526155, -2.179924, 2.093485], [-3.730316, -2.310748, 2.775117], [-4.475864, -3.478980, 2.663055], [-4.009564, -4.520598, 1.861180], [-2.790432, -4.384117, 1.205434], [-2.046280, -3.217676, 1.321829], [-0.260374, -2.930817, 0.537992], [0.639540, -4.417205, 1.460723], [-0.495559, -3.870489, -1.163706], [-2.377335, -0.247002, 4.453095], [-3.313115, 0.806864, 3.354557], [-1.674297, 1.260296, 3.834975], [-0.161884, -1.867731, 3.823118], [0.456749, -0.208504, 3.670383], [0.887452, -1.408209, 2.462252], [-4.104786, -1.506234, 3.393442], [-5.416676, -3.571418, 3.190689], [-4.588871, -5.428986, 1.753077], [-2.424437, -5.201120, 0.593616], [-0.029320, -5.275926, 1.517044], [0.925452, -4.121649, 2.469975], [1.533430, -4.691994, 0.901671], [-0.656815, -4.938027, -1.016198], [0.428315, -3.733227, -1.726935], [-1.331761, -3.452626, -1.724590], [-0.120866, -1.083631, -2.261521], [-0.363428, -0.644129, -1.200822], [0.252943, -1.882643, -2.745513], [8.235106, -0.958201, 1.208880], [7.055784, -1.216740, 1.796259], [6.072866, -1.817112, 1.117721], [4.863779, -2.132465, 1.686424], [3.765596, -2.564919, 0.829700], [3.291016, -1.472667, -0.154889], [4.081947, -0.530242, -0.372001], [2.157319, -1.661208, -0.635751], [4.572129, -1.766179, 2.983392], [3.498407, -1.957881, 3.519003], [5.622584, -1.167975, 3.655055], [6.876032, -0.793077, 3.167572], [7.657725, -0.176975, 3.859183], [6.208148, -2.100341, 0.084749], [2.936393, -2.841975, 1.471062], [4.081233, -3.433723, 0.249343], [5.424887, -0.903488, 4.609309], [-5.140236, 0.477233, 0.633644], [-4.301801, 0.482163, -1.057655], [-3.875250, -1.308968, -1.470163], [-5.611076, 1.062481, -2.285667], [-2.346559, 1.773385, -0.980591], [-2.006977, 2.305493, -3.250152], [-0.242129, 2.843349, -3.672963], [-2.346061, 0.817425, -4.359423], [-3.129921, 3.695017, -3.859452], [-3.072294, 3.781644, -0.007418], [-3.202825, 3.679693, 1.879245], [-1.857474, 5.208060, -0.339751], [-4.757295, 4.394047, -0.589063], [-6.009323, -0.186193, 0.647294], [-5.468109, 1.479035, 0.924383], [-4.437993, 0.121603, 1.391644], [-4.678593, -1.994277, -1.184995], [-2.975313, -1.608995, -0.926511], [-3.675807, -1.436134, -2.537920], [-6.472524, 0.388256, -2.285659], [-5.217573, 1.104185, -3.303149], [-5.966491, 2.064439, -2.032796], [0.481812, 2.126861, -3.279820], [-0.002020, 3.832221, -3.267991], [-0.111651, 2.892739, -4.757488], [-1.732499, -0.033552, -4.056520], [-2.118713, 1.047668, -5.404243], [-3.390616, 0.505446, -4.302915], [-2.956235, 4.625174, -3.311302], [-4.182022, 3.428822, -3.727865], [-2.962298, 3.894649, -4.922130], [-2.412269, 3.048701, 2.288774], [-4.159842, 3.245066, 2.181012], [-3.127058, 4.670917, 2.337436], [-0.949892, 5.108355, 0.265440], [-2.311546, 6.171560, -0.092018], [-1.555650, 5.244384, -1.391242], [-5.532623, 3.652063, -0.382526], [-4.764498, 4.585833, -1.664206], [-5.032251, 5.320604, -0.076111]], "forces_ev_per_a": [[0.88, 0.63, 0.66], [0.40, 1.04, 0.02], [0.10, 1.55, 0.97], [0.01, 0.24, -0.30], [0.00, 0.77, -0.42], [-0.35, -0.18, 0.31], [0.02, 0.59, -0.34], [-0.46, 0.59, 0.15], [0.03, -0.26, -0.22], [0.08, 0.00, -0.13], [0.15, 0.78, 0.56], [-0.01, 0.13, 0.10], [0.02, -0.02, 0.06], [-0.01, 0.02, -0.04], [0.00, 0.16, 0.13], [0.34, 0.97, 0.22], [0.06, 0.08, 0.12], [-0.31, 0.50, -0.22], [-0.03, -0.05, 0.04], [0.02, 0.02, 0.07], [-0.34, 0.61, -0.04], [0.03, 0.17, 0.10], [0.00, 0.07, 0.02], [0.06, -0.06, -0.02], [-0.03, -0.01, 0.00], [-0.01, -0.01, -0.01], [0.02, -0.02, -0.01], [-0.01, -0.01, -0.01], [-0.01, 0.01, -0.01], [0.00, 0.02, -0.02], [-0.07, 0.09, -0.07], [-0.18, -0.38, 1.27], [0.09, -0.02, 0.21], [-0.18, 0.59, 0.15], [-0.23, -0.10, 0.04], [0.22, -0.07, -0.17], [0.09, 0.27, 0.07], [-0.22, -0.19, 0.03], [0.42, -0.46, -0.33], [-0.17, -0.71, -0.05], [-0.04, -0.04, 0.05], [-0.06, -0.14, -0.04], [-0.03, 0.00, 0.03], [-0.01, -0.01, -0.03], [-0.01, 0.02, -0.02], [-0.08, 0.00, 0.03], [-0.03, 0.01, -0.01], [-0.04, 0.08, 0.05], [-0.03, 0.05, 0.00], [0.01, -0.01, -0.01], [0.01, 0.01, 0.01], [0.01, -0.01, 0.00], [0.03, -0.02, -0.01], [0.01, 0.03, -0.01], [0.00, 0.02, -0.01], [-0.01, 0.00, 0.00], [0.04, -0.08, 0.01], [0.00, -0.02, 0.06], [-0.22, -0.55, -0.19], [0.11, -0.32, -1.63], [0.02, 0.26, 0.01], [-0.08, 0.03, 0.06], [0.13, 0.01, -0.18], [0.08, -0.10, 0.04], [-0.11, 0.17, -0.12], [-0.03, 0.10, 0.00], [0.28, -1.39, 0.08], [-0.53, -4.05, -1.11], [0.38, -0.67, -0.21], [-0.06, -0.27, 0.23], [0.11, 0.10, -0.08], [0.21, -0.46, 0.19], [0.09, -0.07, 0.36], [-0.04, -0.08, -0.15], [-0.04, 0.02, -0.03], [0.02, -0.07, 0.01], [-0.02, -0.04, 0.04], [-0.01, 0.00, 0.01], [0.10, 0.01, 0.07], [-0.10, 0.04, -0.04], [0.09, -0.03, 0.01], [0.02, 0.07, -0.04], [-0.43, 0.16, -0.34], [-0.08, 0.08, -0.12], [0.05, -0.02, 0.12], [0.00, -0.11, 0.07], [-0.07, 0.02, 0.03], [-0.02, 0.14, 0.08], [0.01, -0.17, 0.02], [0.09, -0.08, -0.10], [-0.03, -0.02, -0.13], [0.01, 0.00, -0.02], [0.01, -0.03, -0.01], [-0.05, 0.00, 0.05], [-0.02, 0.03, -0.03], [-0.03, -0.05, 0.01], [0.01, 0.02, 0.02], [0.01, -0.01, 0.02], [-0.04, -0.01, 0.01], [0.00, -0.03, -0.01], [0.02, 0.02, -0.01], [-0.01, -0.03, -0.01], [-0.05, 0.03, 0.00], [0.00, 0.00, -0.03], [0.00, 0.03, 0.02], [0.02, -0.01, -0.02], [0.00, -0.02, -0.03], [0.02, 0.01, -0.02], [0.01, -0.01, 0.01], [0.02, 0.05, 0.03], [0.01, 0.01, -0.01], [-0.04, 0.01, -0.04], [-0.04, 0.03, 0.00], [-0.01, -0.02, 0.03], [0.00, 0.03, 0.03], [0.01, 0.03, 0.02], [-0.02, 0.01, 0.03], [0.02, -0.02, 0.01]], "s_squared": 3.775, "multiplicity": 4, "total_charge": 0, "e_lumo_ev": [0.2049, 0.2028], "max_force_ev_per_a": 4.2}